This record from the OMol25 dataset describes a molecular structure, C19H29CaN5O3Te. The level of theory is ωB97M-V/def2-TZVPD.

Geometry as XYZ:
```
58
C19H29CaN5O3Te (ωB97M-V/def2-TZVPD)
Ca 1.31804 -0.20854 0.21594
N 1.20923 -4.52280 -1.29360
C 1.70933 -3.37429 -0.78613
O 0.96930 -2.35531 -0.71859
C 3.06892 -3.35374 -0.35039
C 3.49236 -2.11558 0.14156
N 3.65224 -1.03846 0.54179
C 3.88952 -4.50022 -0.40400
N 4.48320 -5.48720 -0.47778
H 1.76395 -5.36041 -1.33553
H 0.23563 -4.55142 -1.53585
N -0.23652 1.54754 -3.28452
C 0.45568 0.46391 -2.88632
N 0.30448 -0.68917 -3.58532
O 1.26468 0.51394 -1.94467
H -1.04213 1.43723 -3.87550
H -0.28962 2.31089 -2.61943
H -0.44733 -0.80462 -4.24059
H 0.68296 -1.51246 -3.14474
C -0.87181 -2.93415 2.34297
Te 0.66440 -1.66973 3.10326
C 2.12269 -3.21744 3.22785
H -0.57402 -3.32505 1.37317
H -1.77122 -2.33208 2.23464
H -1.05024 -3.73877 3.05105
H 1.85713 -3.90371 4.02676
H 3.08149 -2.75181 3.44261
H 2.18086 -3.73951 2.27607
C 2.11894 2.76179 0.47439
C 0.87672 3.65177 0.60435
C 0.56857 3.89410 2.08462
C -0.37227 3.18860 -0.12463
C -1.01592 4.07871 -0.97788
C -2.23425 3.77423 -1.57205
C -2.83215 2.55937 -1.26624
C -2.22954 1.63463 -0.42277
C -2.96161 0.34582 -0.10007
C -2.28509 -0.89552 -0.68514
C -3.21408 0.16831 1.39881
C -0.95671 1.92144 0.13102
O -0.32217 1.03000 0.86388
H 3.01772 3.33389 0.70999
H 2.23597 2.34323 -0.52728
H 2.08384 1.96384 1.22418
H 1.13636 4.61564 0.15572
H 0.25761 2.96073 2.55684
H -0.23521 4.62156 2.20236
H 1.45086 4.26979 2.60842
H -0.55407 5.04271 -1.16665
H -2.72207 4.48384 -2.22740
H -3.80642 2.32243 -1.68315
H -3.94041 0.43028 -0.58422
H -1.34352 -1.11464 -0.18114
H -2.08029 -0.77556 -1.75149
H -2.92553 -1.77321 -0.56291
H -2.27087 0.08699 1.93852
H -3.80696 -0.73226 1.58004
H -3.76063 1.02046 1.80515
```

Properties
LUMO energy = 0.0090 Ha
ΔE to the lowest compared entry with this formula, charge and spin = 0.0 kJ/mol
Kohn-Sham gap = 7.7580 eV
Strongest force on any atom = 0.193 eV/A

Löwdin population analysis, charges in e, atoms 1 to 8: 1.2375 0.1879 -0.5290 -0.1710 -0.2162 -0.2345 0.0902 -0.2402